Here is a molecular structure, C31H53CsNSSbSi3 from the OMol25 dataset. Energies are from the ωB97M-V functional and the def2-TZVPD basis.

highest occupied orbital energy	-6.27	eV
frontier orbital gap	6.3	eV
LUMO level	0.0016	Ha
relative energy (zero: lowest compared OMol25 entry of this formula, charge and spin)	5.4	kcal/mol
charge	0
maximum force	1.004	eV/A

Geometry (Å):
1 Cs -1.192 -0.239 1.121
2 C -2.316 2.676 4.508
3 C -1.687 1.303 4.582
4 C -0.292 1.183 4.526
5 C 0.553 2.432 4.418
6 C 0.307 -0.081 4.592
7 C 1.813 -0.208 4.688
8 C -0.498 -1.225 4.577
9 C 0.120 -2.603 4.503
10 C -1.892 -1.106 4.651
11 C -2.734 -2.361 4.662
12 C -2.485 0.160 4.724
13 C -3.973 0.299 4.966
14 H -2.164 3.242 5.431
15 H -3.383 2.628 4.316
16 H -1.880 3.265 3.701
17 H 0.617 2.956 5.376
18 H 0.131 3.139 3.704
19 H 1.567 2.218 4.090
20 H 2.295 -0.268 3.707
21 H 2.098 -1.098 5.245
22 H 2.247 0.641 5.211
23 H 0.073 -3.120 5.467
24 H 1.160 -2.574 4.193
25 H -0.407 -3.236 3.788
26 H -2.631 -2.908 5.604
27 H -2.429 -3.048 3.871
28 H -3.788 -2.154 4.509
29 H -4.547 0.345 4.036
30 H -4.194 1.202 5.530
31 H -4.356 -0.535 5.549
32 C -1.791 -3.641 -0.079
33 C -2.551 -2.960 -1.191
34 C -3.049 -3.716 -2.275
35 C -3.653 -3.061 -3.303
36 C -3.791 -1.656 -3.268
37 C -4.346 -0.942 -4.354
38 C -4.420 0.417 -4.277
39 C -3.992 1.100 -3.122
40 C -3.479 0.456 -2.009
41 S -3.075 1.364 -0.573
42 C -3.323 -0.976 -2.114
43 N -2.689 -1.658 -1.111
44 H -1.811 -4.724 -0.183
45 H -2.219 -3.383 0.892
46 H -0.745 -3.321 -0.094
47 H -2.930 -4.792 -2.286
48 H -4.027 -3.605 -4.164
49 H -4.692 -1.483 -5.226
50 H -4.832 0.983 -5.104
51 H -4.096 2.177 -3.067
52 C 2.860 -2.431 -3.696
53 Si 3.624 -1.106 -2.622
54 C 4.780 -0.080 -3.667
55 C 4.642 -1.908 -1.273
56 Sb 1.683 0.095 -1.473
57 Si 2.879 2.089 -0.425
58 C 3.835 1.427 1.043
59 C 1.567 3.251 0.230
60 C 4.038 3.040 -1.536
61 Si 0.546 1.145 -3.540
62 C -0.549 -0.211 -4.201
63 C -0.434 2.633 -3.017
64 C 1.722 1.677 -4.895
65 H 3.641 -3.056 -4.140
66 H 2.280 -1.990 -4.509
67 H 2.191 -3.073 -3.119
68 H 5.544 -0.743 -4.085
69 H 5.286 0.689 -3.083
70 H 4.268 0.411 -4.493
71 H 5.430 -2.527 -1.712
72 H 4.025 -2.541 -0.632
73 H 5.120 -1.155 -0.641
74 H 3.167 0.901 1.730
75 H 4.310 2.247 1.591
76 H 4.616 0.725 0.740
77 H 0.869 2.729 0.891
78 H 0.979 3.700 -0.573
79 H 2.036 4.057 0.803
80 H 4.913 2.445 -1.799
81 H 4.383 3.940 -1.018
82 H 3.547 3.348 -2.462
83 H -1.203 -0.600 -3.417
84 H 0.046 -1.039 -4.592
85 H -1.188 0.165 -5.006
86 H -1.104 2.421 -2.177
87 H -1.048 2.970 -3.859
88 H 0.232 3.455 -2.741
89 H 2.196 0.829 -5.391
90 H 2.503 2.344 -4.525
91 H 1.141 2.220 -5.648